Record 1
{
  "formula": "C33H24As2Cl4FeNO2Se",
  "method": "ωB97M-V with the def2-TZVPD basis set",
  "spin_multiplicity": 6,
  "relative_energy_ev": 1.392,
  "homo_ev": [-8.133, -8.133],
  "symbols": ["Fe", "Cl", "C", "C", "Cl", "C", "Cl", "C", "O", "C", "O", "C", "Cl", "C", "C", "As", "C", "C", "C", "C", "C", "C", "C", "C", "C", "C", "C", "C", "As", "C", "C", "C", "C", "C", "C", "C", "C", "C", "C", "C", "C", "H", "H", "H", "H", "H", "H", "H", "H", "H", "H", "H", "H", "H", "H", "H", "H", "H", "H", "H", "H", "H", "H", "H", "H", "Se", "C", "N"],
  "positions_angstrom": [[2.660, -5.929, -1.284], [3.845, -3.747, 4.726], [3.948, -3.734, 2.954], [5.246, -3.578, 2.331], [6.632, -3.195, 3.244], [5.264, -3.804, 0.945], [6.638, -3.426, 0.008], [4.160, -4.457, 0.303], [4.333, -5.085, -0.809], [2.837, -4.593, 0.969], [1.843, -5.299, 0.402], [2.782, -3.898, 2.178], [1.341, -3.539, 2.999], [-0.682, 0.831, -1.737], [-2.176, 0.611, -1.582], [-2.511, -0.732, -0.210], [-4.472, -0.742, -0.475], [-5.261, -0.775, 0.690], [-6.663, -0.651, 0.550], [-7.212, -0.805, -0.722], [-6.405, -1.193, -1.791], [-4.979, -1.157, -1.684], [-2.528, 0.580, 1.326], [-3.251, 1.820, 1.378], [-3.048, 2.699, 2.400], [-2.332, 2.293, 3.537], [-1.709, 1.064, 3.518], [-1.725, 0.295, 2.408], [0.231, 1.620, -0.231], [2.078, 1.159, -0.726], [2.835, 0.586, 0.271], [4.223, 0.562, 0.174], [4.817, 0.917, -1.045], [4.010, 1.345, -2.148], [2.628, 1.439, -1.997], [0.285, 3.518, -0.824], [-0.918, 4.017, -1.400], [-0.923, 5.275, -2.001], [0.180, 6.093, -1.872], [1.334, 5.686, -1.177], [1.385, 4.392, -0.692], [-0.451, 1.457, -2.546], [-0.190, -0.146, -1.897], [-2.627, 0.266, -2.540], [-2.779, 1.482, -1.425], [-4.874, -0.610, 1.717], [-7.225, -0.455, 1.449], [-8.208, -0.491, -0.965], [-6.931, -1.427, -2.706], [-4.371, -1.239, -2.601], [-3.944, 2.062, 0.507], [-3.449, 3.659, 2.348], [-2.234, 2.942, 4.427], [-1.197, 0.661, 4.402], [-0.997, -0.566, 2.279], [2.393, 0.364, 1.197], [4.764, 0.340, 1.056], [5.909, 0.985, -1.236], [4.519, 1.682, -3.067], [2.078, 1.927, -2.762], [-1.776, 3.404, -1.164], [-1.776, 5.722, -2.447], [0.147, 7.090, -2.272], [2.219, 6.333, -1.053], [2.255, 3.967, -0.210], [3.960, -9.584, -0.075], [3.298, -8.579, -1.378], [2.745, -7.710, -1.944]]
}


Record 2
{
  "formula": "C6H9NO3",
  "method": "ωB97M-V with the def2-TZVPD basis set",
  "relative_energy_ev": 6.262,
  "homo_ev": -9.358,
  "symbols": ["C", "C", "C", "C", "C", "C", "N", "O", "O", "O", "H", "H", "H", "H", "H", "H", "H", "H", "H"],
  "positions_angstrom": [[-0.523, 1.135, 0.514], [-1.564, 1.728, 1.060], [1.601, -0.921, 0.135], [0.544, -1.028, -0.946], [1.740, 0.528, 0.673], [-0.765, -0.697, -0.289], [-1.760, -0.431, -1.280], [-1.457, -0.313, -2.454], [-2.944, -0.365, -0.904], [0.704, 1.454, 0.451], [-1.220, 2.608, 1.726], [-2.612, 1.512, 1.137], [1.168, -1.700, 0.817], [2.548, -1.290, 0.017], [0.677, -0.289, -1.674], [0.496, -2.031, -1.458], [1.994, 0.489, 1.812], [2.674, 0.955, 0.251], [-1.302, -1.345, 0.411]]
}


Q: Number 2 is which compound?
A: C6H9NO3